*one*
Below is C20H23NO2 in the gas phase, with properties calculated with wB97M-V/def2-TZVPD.

Kohn-Sham gap, eV: 9.736
SMILES: O=C(CC(c1ccccc1)c1ccccc1)NC[C@@H]1CCCO1
Molecular weight, g/mol: 309.41
LUMO energy, eV: 0.8

```
! wB97M-V def2-TZVPD RIJCOSX def2/J DEFGRID3
* xyz 0 1
O -1.658 2.536 -1.195
C -1.727 1.346 -0.966
C -2.279 0.793 0.340
C -1.368 -0.273 0.978
C -1.793 -0.502 2.414
C -1.448 0.395 3.417
C -1.863 0.187 4.719
C -2.631 -0.921 5.039
C -2.978 -1.820 4.046
C -2.561 -1.611 2.744
C 0.101 0.078 0.900
C 1.029 -0.950 0.781
C 2.383 -0.680 0.707
C 2.831 0.629 0.752
C 1.917 1.660 0.879
C 0.561 1.388 0.955
N -1.375 0.403 -1.874
C -0.548 0.728 -3.011
C 0.913 0.387 -2.698
C 1.890 0.659 -3.842
C 2.969 -0.387 -3.577
C 2.133 -1.563 -3.073
O 1.010 -1.008 -2.410
H -2.419 1.634 1.020
H -3.263 0.356 0.151
H -1.510 -1.221 0.445
H -0.844 1.257 3.180
H -1.586 0.892 5.489
H -2.955 -1.082 6.056
H -3.576 -2.687 4.286
H -2.837 -2.320 1.975
H 0.686 -1.974 0.737
H 3.088 -1.492 0.608
H 3.888 0.845 0.687
H 2.257 2.684 0.913
H -0.132 2.211 1.034
H -1.297 -0.557 -1.575
H -0.887 0.154 -3.878
H -0.652 1.797 -3.205
H 1.214 0.943 -1.797
H 2.265 1.679 -3.826
H 1.404 0.471 -4.801
H 3.551 -0.642 -4.459
H 3.641 -0.041 -2.791
H 2.670 -2.200 -2.365
H 1.785 -2.183 -3.911
*
```

*two*
Below is C20H23NO2 in the gas phase, with properties calculated with wB97M-V/def2-TZVPD.

Kohn-Sham gap, eV: 8.691
SMILES: COc1ccc(/C=C/C(=O)N[C@H](C)CCc2ccccc2)cc1
Molecular weight, g/mol: 309.41
LUMO energy, eV: 0.4

```
! wB97M-V def2-TZVPD RIJCOSX def2/J DEFGRID3
* xyz 0 1
C 2.752 5.671 4.110
O 1.479 5.144 4.398
C 1.047 4.062 3.701
C 1.771 3.405 2.711
C 1.223 2.310 2.071
C -0.051 1.837 2.383
C -0.569 0.684 1.670
C -1.803 0.176 1.756
C -2.303 -0.958 0.946
O -3.460 -1.022 0.571
N -1.383 -1.910 0.654
C -1.648 -3.035 -0.216
C -1.383 -4.345 0.524
C -0.792 -2.928 -1.484
C -1.141 -1.683 -2.308
C -0.192 -1.538 -3.462
C 0.959 -0.771 -3.339
C 1.856 -0.667 -4.388
C 1.614 -1.334 -5.576
C 0.470 -2.103 -5.709
C -0.424 -2.204 -4.659
C -0.766 2.506 3.382
C -0.229 3.594 4.028
H 2.876 6.523 4.776
H 3.544 4.940 4.307
H 2.820 6.011 3.072
H 2.760 3.735 2.431
H 1.800 1.813 1.304
H 0.142 0.233 0.986
H -2.564 0.644 2.362
H -0.451 -1.828 1.025
H -2.709 -2.963 -0.478
H -1.643 -5.192 -0.105
H -1.979 -4.390 1.431
H -0.331 -4.424 0.793
H -0.942 -3.820 -2.094
H 0.264 -2.892 -1.202
H -2.167 -1.771 -2.670
H -1.086 -0.800 -1.668
H 1.150 -0.243 -2.415
H 2.746 -0.063 -4.278
H 2.313 -1.254 -6.396
H 0.275 -2.624 -6.635
H -1.318 -2.802 -4.769
H -1.752 2.166 3.658
H -0.777 4.110 4.800
*
```

The most stable arrangement is *one*, and the next structure is 15.6 kcal/mol less stable.

*one*
Below is C2H4N2O2S2 in the gas phase, with properties calculated with wB97M-V/def2-TZVPD.

Kohn-Sham gap (spin up / spin down), eV: 7.591 / 7.592
Molecular weight, g/mol: 152.20
LUMO energy (spin up / spin down), eV: -0.5 / -0.5

```
! wB97M-V def2-TZVPD RIJCOSX def2/J DEFGRID3
* xyz 0 1
C -0.925 1.571 -0.597
C 0.507 -0.729 -0.230
N -1.517 1.627 0.521
N 0.289 -1.767 0.624
O -1.600 -0.768 0.288
O 2.831 0.133 -0.335
S -0.942 -0.301 -1.008
S 1.585 0.114 -1.125
H -1.644 2.556 0.870
H -1.630 0.711 1.006
H -0.789 -1.794 0.903
H 0.962 -2.457 0.804
*
```

*two*
Below is C2H4N2O2S2 in the gas phase, with properties calculated with wB97M-V/def2-TZVPD.

Kohn-Sham gap, eV: 8.306
SMILES: O=CO/C(=N/S)NS
Molecular weight, g/mol: 152.20
LUMO energy, eV: -0.5

```
! wB97M-V def2-TZVPD RIJCOSX def2/J DEFGRID3
* xyz 0 1
O -2.113 1.442 -1.117
C -0.704 2.038 -0.770
O 0.293 1.564 0.053
C 0.161 0.256 0.429
N -0.491 -0.154 1.468
S -0.358 -1.837 1.792
N 0.876 -0.477 -0.474
S 0.514 -1.870 -1.339
H -0.269 3.138 -1.181
H -0.913 -1.497 2.962
H 1.542 0.135 -1.087
H 1.462 -2.738 -0.737
*
```

The most stable arrangement is *two*, and the next structure is 21.9 kcal/mol less stable.

*one*
Below is a gas-phase ion, C10H18N3 (charge +1), with properties calculated with wB97M-V/def2-TZVPD.

Kohn-Sham gap, eV: 9.307
SMILES: CC1(C)CN2N=C2CCCC/C=[NH+]/1
Molecular weight, g/mol: 180.28
LUMO energy, eV: -3.7

```
! wB97M-V def2-TZVPD RIJCOSX def2/J DEFGRID3
* xyz 1 1
C 2.221 0.090 -1.386
C 1.632 0.390 -0.001
C 2.873 0.316 0.935
C 0.700 1.644 0.014
N -0.482 1.488 0.723
N -1.495 2.497 1.350
C -1.853 1.748 0.479
C -2.761 1.117 -0.459
C -1.972 -0.181 -0.791
C -2.050 -1.112 0.472
C -0.955 -2.280 0.426
C 0.429 -1.815 0.213
N 0.667 -0.614 0.505
H 3.042 0.856 -1.518
H 1.567 0.019 -2.213
H 2.764 -0.835 -1.314
H 3.421 1.247 0.716
H 3.467 -0.612 0.847
H 2.696 0.281 2.037
H 1.236 2.471 0.623
H 0.672 1.949 -1.038
H -2.778 1.750 -1.317
H -3.735 0.805 -0.109
H -0.883 0.107 -0.977
H -2.350 -0.725 -1.631
H -1.903 -0.517 1.368
H -2.988 -1.708 0.502
H -1.008 -2.923 1.312
H -1.131 -3.034 -0.376
H 1.030 -2.427 -0.340
H -0.072 0.007 0.947
*
```

*two*
Below is 2 unconnected molecules or ions with the total composition C10H18N3, with properties calculated with wB97M-V/def2-TZVPD.

Kohn-Sham gap, eV: 8.782
Molecular weight, g/mol: 180.28
LUMO energy, eV: -2.9

```
! wB97M-V def2-TZVPD RIJCOSX def2/J DEFGRID3
* xyz 1 1
C -0.692 1.053 3.485
C 1.722 -1.680 1.216
C 0.630 -2.128 1.935
C 1.900 -0.308 1.059
C -0.138 -1.229 2.676
C 1.111 0.596 1.746
C 0.099 0.155 2.601
H 2.317 -2.394 0.660
H 0.429 -3.181 2.095
H 2.794 0.033 0.547
H -0.885 -1.602 3.362
H 1.438 1.630 1.815
H -0.284 2.062 3.405
H -0.764 0.739 4.534
H -1.774 1.149 3.331
C -1.393 0.158 -1.448
C -1.978 -1.078 -0.808
C 0.417 0.918 -2.939
N -0.415 -0.022 -2.496
N 0.541 2.110 -2.383
N 1.038 0.659 -4.112
H -2.246 0.763 -1.790
H -0.969 0.751 -0.637
H -1.252 -1.816 -0.436
H -2.600 -1.622 -1.518
H -0.138 -0.983 -2.658
H 0.006 2.315 -1.558
H 0.817 2.884 -2.961
H 0.949 -0.272 -4.501
H 1.816 1.231 -4.351
H -2.494 -0.890 0.130
*
```

The most stable arrangement is *two*, and the next structure is 133.2 kcal/mol less stable.

*one*
Below is C20H26N2O4S in the gas phase, with properties calculated with wB97M-V/def2-TZVPD.

Kohn-Sham gap, eV: 8.432
SMILES: CCN1CCC[C@H]1CNC(=O)c1ccc(CS(=O)(=O)c2ccccc2C)o1
Molecular weight, g/mol: 390.50
LUMO energy, eV: 0.4

```
! wB97M-V def2-TZVPD RIJCOSX def2/J DEFGRID3
* xyz 0 1
C 0.944 -0.074 -5.535
C -0.304 -0.401 -4.725
N -0.422 0.397 -3.525
C -1.468 -0.074 -2.628
C -1.878 1.142 -1.807
C -1.698 2.293 -2.795
C -0.549 1.838 -3.712
C 0.796 2.516 -3.355
N 1.357 1.958 -2.153
C 2.347 1.038 -2.207
O 3.064 0.850 -3.174
C 2.520 0.283 -0.951
C 3.317 -0.796 -0.673
C 3.005 -1.188 0.647
C 2.053 -0.312 1.089
C 1.241 -0.244 2.317
S -0.522 -0.290 1.740
O -0.889 1.057 1.399
O -0.643 -1.283 0.706
C -1.454 -0.772 3.205
C -2.204 0.226 3.802
C -2.929 -0.045 4.948
C -2.893 -1.322 5.486
C -2.142 -2.313 4.879
C -1.403 -2.059 3.726
C -0.588 -3.146 3.099
O 1.754 0.578 0.125
H 0.855 0.893 -6.024
H 1.816 -0.058 -4.887
H 1.088 -0.830 -6.303
H -1.201 -0.297 -5.368
H -0.250 -1.443 -4.398
H -1.085 -0.882 -1.999
H -2.333 -0.456 -3.197
H -2.903 1.059 -1.449
H -1.235 1.253 -0.936
H -1.483 3.240 -2.302
H -2.608 2.419 -3.386
H -0.777 2.090 -4.757
H 0.651 3.594 -3.233
H 1.528 2.340 -4.145
H 0.752 1.934 -1.345
H 4.023 -1.246 -1.340
H 3.431 -2.001 1.198
H 1.429 -1.083 2.976
H 1.333 0.704 2.842
H -2.209 1.201 3.342
H -3.517 0.729 5.415
H -3.456 -1.548 6.379
H -2.124 -3.306 5.302
H -0.449 -2.960 2.039
H -1.079 -4.107 3.234
H 0.391 -3.208 3.577
*
```

*two*
Below is C20H26N2O4S in the gas phase, with properties calculated with wB97M-V/def2-TZVPD.

Kohn-Sham gap, eV: 8.791
SMILES: CCOC(=O)[C@]1(CCC(C)C)C[C@@H](CSc2nc3ccccc3[nH]2)OC1=O
Molecular weight, g/mol: 390.50
LUMO energy, eV: 0.4

```
! wB97M-V def2-TZVPD RIJCOSX def2/J DEFGRID3
* xyz 0 1
C 3.171 -0.584 0.501
C 2.587 -1.596 -0.476
O 1.167 -1.678 -0.325
C 0.419 -0.871 -1.075
O 0.843 -0.123 -1.911
C -1.052 -0.968 -0.669
C -1.973 -0.649 -1.851
C -1.758 -1.579 -3.046
C -2.730 -1.342 -4.210
C -2.612 0.072 -4.778
C -4.176 -1.647 -3.825
C -1.238 -0.011 0.520
C -0.871 -0.897 1.710
C -1.532 -0.481 3.018
S -0.363 -0.441 4.408
C 0.724 0.777 3.806
N 0.599 1.398 2.668
C 1.693 2.227 2.587
C 2.076 3.104 1.580
C 3.247 3.810 1.763
C 4.025 3.659 2.912
C 3.662 2.790 3.924
C 2.490 2.076 3.745
N 1.839 1.135 4.509
O -1.277 -2.209 1.326
C -1.330 -2.327 -0.008
O -1.582 -3.361 -0.550
H 2.762 0.406 0.310
H 4.250 -0.545 0.386
H 2.937 -0.867 1.525
H 2.817 -1.311 -1.507
H 2.959 -2.602 -0.273
H -1.774 0.381 -2.150
H -3.006 -0.724 -1.507
H -1.860 -2.612 -2.711
H -0.740 -1.442 -3.414
H -2.440 -2.046 -4.999
H -3.005 0.806 -4.079
H -1.573 0.314 -4.986
H -3.177 0.153 -5.704
H -4.563 -0.902 -3.134
H -4.247 -2.626 -3.356
H -4.809 -1.643 -4.710
H -0.608 0.874 0.480
H -2.284 0.295 0.583
H 0.218 -0.919 1.833
H -2.300 -1.200 3.298
H -1.958 0.517 2.938
H 1.475 3.221 0.692
H 3.574 4.499 0.999
H 4.932 4.234 3.011
H 4.264 2.672 4.811
H 2.109 0.782 5.411
*
```

The most stable arrangement is *two*, and the next structure is 52.0 kcal/mol less stable.

*one*
Below is a molecular structure, H39O19, with properties calculated with wB97M-V/def2-TZVPD.

Kohn-Sham gap, eV: 10.287
Molecular weight, g/mol: 343.29
LUMO energy, eV: -2.9

```
! wB97M-V def2-TZVPD RIJCOSX def2/J DEFGRID3
* xyz 1 1
O -0.314 -4.260 -0.583
H -0.190 -0.023 1.912
H -1.301 -4.370 -0.666
O 1.593 3.049 -1.972
H 1.236 2.934 -2.975
H 1.956 3.905 -2.280
O 2.025 0.358 2.338
H 3.181 -0.345 1.048
H 1.581 -0.310 2.982
O 4.053 1.570 0.791
H 3.894 2.435 1.151
H 0.293 -0.036 5.209
O 1.860 -3.207 3.368
H 1.023 -2.993 3.030
H 2.504 -3.487 2.722
O 0.440 3.003 -4.167
H -0.157 2.442 -4.636
H -0.133 3.591 -3.660
O -1.523 1.078 -0.019
H -1.471 -0.236 2.690
H -1.767 0.153 0.095
O -0.820 -0.725 2.107
H -1.935 1.465 0.737
O -1.962 2.734 -1.808
H -2.535 3.514 -1.684
H -1.085 3.176 -1.703
O 0.386 4.271 0.007
H 0.853 3.609 -0.510
H -4.516 1.885 1.392
O -3.343 -0.962 2.776
H 2.639 0.818 2.990
H -4.128 -1.459 2.975
O 0.365 -0.665 4.500
H 0.715 -1.485 4.865
H -3.619 -0.440 2.007
O 2.827 -1.119 0.421
H 0.960 4.748 0.611
H -0.042 -5.212 -0.579
O 3.070 -3.300 -0.906
H 2.225 -3.676 -1.193
H 4.902 1.557 0.334
O 0.424 -1.536 -0.086
H 0.109 -0.642 -0.378
H 0.021 -1.888 0.740
O -1.065 0.567 -4.272
H -0.224 -0.834 -2.085
H -1.274 0.283 -3.332
O -1.197 -0.664 -1.926
H -1.893 0.887 -4.635
H -1.434 0.194 -1.576
O -4.050 1.029 1.234
H -3.760 0.973 0.333
H 1.609 -1.116 0.499
O -2.055 -2.927 -2.457
H -2.699 -2.688 -3.142
H -1.788 -2.075 -2.109
H 2.848 -0.513 -0.442
H 2.691 -3.033 -0.084
*
```

*two*
Below is 19 unconnected molecules or ions with the total composition H39O19, with properties calculated with wB97M-V/def2-TZVPD.

Kohn-Sham gap, eV: 10.494
Molecular weight, g/mol: 343.29
LUMO energy, eV: -2.7

```
! wB97M-V def2-TZVPD RIJCOSX def2/J DEFGRID3
* xyz 1 1
O 1.719 -3.555 -1.858
H 1.155 3.615 -1.216
H 1.952 -2.625 -1.824
O -2.280 -2.765 0.808
H -1.738 -3.166 0.082
H 4.204 -0.850 2.941
O -1.195 4.033 1.012
H -0.361 -3.574 -1.883
H 1.025 4.605 -2.417
O -1.274 -0.686 1.520
H -0.662 -0.998 2.216
H -2.145 3.996 1.126
O 0.228 -0.083 3.846
H 0.192 0.060 4.793
H 0.531 0.756 3.463
O -2.255 0.755 -1.534
H -2.785 -1.107 -4.170
H -3.100 1.215 -1.578
O -3.656 -1.044 -0.757
H 3.338 1.097 2.043
H -3.073 -2.421 0.342
O 0.526 4.139 -1.744
H -4.598 -0.981 -0.884
O 1.990 -3.414 0.721
H 1.697 -4.131 1.302
H 1.126 -3.249 0.319
O -0.791 2.235 3.086
H -1.859 -1.539 1.137
H -1.741 -0.021 2.044
O 3.542 1.531 1.207
H -0.955 4.416 0.160
H 4.253 2.168 1.153
O -1.045 -2.966 -1.563
H -0.862 -2.068 -1.854
H -1.120 1.737 2.329
O 1.137 0.488 -0.722
H 0.006 2.575 2.671
H -2.206 0.240 -2.346
O 3.271 -0.599 2.947
H 3.003 -0.860 3.830
H 0.914 0.812 0.144
O -2.274 -1.050 3.707
H -2.813 -1.832 3.843
H -3.056 -0.382 -1.116
O 2.566 0.162 -3.344
H 0.777 1.214 -4.364
H 2.260 0.760 -2.644
O 0.247 0.533 -4.778
H 2.346 -4.138 -1.440
H 0.882 -0.125 -5.077
O -1.862 -1.176 -3.913
H -1.396 -0.334 -4.071
H -2.014 -0.852 4.613
O 1.357 3.004 0.483
H 0.815 2.752 1.227
H 2.226 2.782 0.894
H 0.433 0.318 -1.348
H 3.398 0.592 -3.565
*
```

The most stable arrangement is *two*, and the next structure is 42.4 kcal/mol less stable.